Record 1
21
Properties=species:S:1:pos:R:3:forces:R:3 method="wB97M-V/def2-TZVPD" lumo_energy_ev=0.70 homo_lumo_gap_ev=11.014 smiles=CCO.O.O.O.O
C -2.010 0.689 -2.944 0.1 0.4 -0.1
C -2.301 1.664 -1.826 -0.4 -0.2 0.9
O -1.821 1.191 -0.555 0.1 0.1 -0.5
H -0.934 0.696 -3.133 -0.1 -0.3 -0.1
H -2.367 -0.312 -2.717 0.2 -0.1 0.2
H -2.527 0.982 -3.854 0.1 0.2 -0.2
H -3.381 1.771 -1.671 0.1 0.0 -0.2
H -1.909 2.669 -2.011 0.1 -0.1 -0.2
H -0.973 0.742 -0.688 -0.3 0.1 0.2
O -4.199 -0.164 1.184 -0.3 -0.2 -0.1
H -4.146 0.791 1.284 0.1 0.0 -0.1
H -3.674 -0.358 0.397 0.2 0.3 0.2
O 4.733 -2.715 2.536 -0.4 -0.1 0.0
H 5.166 -3.306 3.161 0.2 0.3 -0.3
H 5.397 -2.208 2.056 0.2 0.0 0.3
O -1.355 -0.841 1.423 0.8 -0.2 -0.8
H -1.424 -0.219 2.152 -0.5 -0.6 0.1
H -1.812 -1.676 1.573 -0.1 0.5 0.6
O 6.406 -0.057 1.508 0.1 0.2 -0.4
H 5.846 0.490 0.944 -0.2 -0.1 0.2
H 7.285 0.172 1.181 0.1 -0.2 0.2

***

Record 2
20
Properties=species:S:1:pos:R:3:forces:R:3 method="wB97M-V/def2-TZVPD" lumo_energy_ev=-3.08 charge=+1 homo_lumo_gap_ev=9.523
C -1.276 0.172 1.944 -0.1 0.3 -0.1
S -0.485 1.394 0.837 -0.4 -0.2 -0.1
C -1.991 2.024 0.008 0.4 -0.2 0.4
H -1.834 -0.582 1.388 0.0 0.0 -0.1
H -1.972 0.710 2.585 0.0 -0.1 0.1
H -0.525 -0.311 2.565 0.1 0.1 0.0
H -1.677 2.669 -0.808 0.0 0.1 0.0
H -2.583 1.197 -0.375 0.0 0.0 0.0
H -2.549 2.596 0.744 -0.1 0.0 -0.1
C 1.122 -2.727 0.156 -0.2 0.3 0.3
N 1.211 0.157 -2.076 0.4 -0.3 -0.4
C 1.402 -1.025 -1.526 0.2 0.6 0.2
N 0.907 -1.374 -0.375 0.0 -0.5 -0.3
H 1.453 -2.663 1.190 0.0 0.0 0.0
H 1.894 -3.216 -0.430 0.0 -0.1 0.0
H 0.195 -3.295 0.113 0.0 0.0 0.0
H 0.722 0.880 -1.576 -0.2 0.2 0.1
H 1.669 0.370 -2.955 -0.2 0.0 0.3
H 2.066 -1.703 -2.048 -0.2 -0.2 0.0
H 0.270 -0.710 0.088 0.3 -0.2 -0.1

***

Record 3
47
Properties=species:S:1:pos:R:3:forces:R:3 method="wB97M-V/def2-TZVPD" lumo_energy_ev=-5.59 charge=+1 homo_lumo_gap_ev=5.894
C 1.645 0.398 2.476 -0.9 0.2 0.3
O 2.551 -0.137 1.482 0.5 0.9 -1.8
C 2.826 0.561 0.408 0.8 0.1 2.1
C 4.130 0.428 -0.157 0.0 -0.6 -0.6
C 4.717 1.586 -0.718 -0.4 -0.2 0.0
C 6.078 1.604 -0.990 0.2 0.1 0.0
C 6.861 0.462 -0.773 -0.7 0.1 0.1
C 6.247 -0.727 -0.344 -0.1 -0.2 0.0
C 4.897 -0.764 -0.040 0.0 0.5 0.2
H 1.602 -0.368 3.251 0.0 0.2 -0.2
H 2.055 1.331 2.888 0.0 -0.4 -0.2
H 0.641 0.580 2.056 0.4 -0.2 0.0
H 2.183 1.418 0.141 0.3 -0.4 0.2
H 4.074 2.451 -0.886 0.4 0.0 0.0
H 6.543 2.514 -1.369 -0.2 -0.2 0.1
H 7.940 0.493 -0.939 -0.4 0.0 0.0
H 6.841 -1.631 -0.241 -0.1 0.2 0.0
H 4.392 -1.668 0.298 0.3 0.1 0.0
C -1.555 2.970 1.044 -0.1 0.2 0.1
Si -2.644 1.546 0.544 -0.1 -0.3 -0.5
C -2.991 0.354 1.933 0.1 0.0 0.2
C -4.225 2.086 -0.267 0.0 0.1 0.1
O -1.754 0.769 -0.660 0.4 -1.2 -0.6
C -1.209 -0.494 -0.758 1.4 1.8 0.6
C 0.128 -0.622 -0.542 -1.4 -0.8 -0.4
C -2.126 -1.579 -1.135 -1.1 -1.0 0.3
C -2.069 -2.860 -0.536 0.3 0.2 0.0
F -1.024 -3.236 0.254 -0.8 0.6 -0.5
C -3.067 -3.809 -0.717 -0.1 -0.5 0.0
F -2.998 -4.995 -0.083 0.0 0.7 -0.4
C -4.130 -3.549 -1.579 -0.2 -0.3 0.0
F -5.075 -4.479 -1.785 0.7 0.6 0.1
C -4.183 -2.331 -2.253 -0.5 -0.4 -0.4
F -5.163 -2.126 -3.154 0.6 0.0 0.7
C -3.217 -1.369 -2.018 0.5 0.8 0.1
F -3.342 -0.196 -2.687 0.2 -0.9 0.6
H -2.060 3.604 1.786 0.2 -0.1 -0.1
H -0.609 2.623 1.478 -0.1 0.0 0.0
H -1.314 3.588 0.168 -0.1 -0.1 0.2
H -3.552 0.883 2.720 0.2 -0.2 -0.2
H -3.605 -0.491 1.590 0.1 0.2 0.1
H -2.071 -0.050 2.376 -0.2 0.1 0.0
H -4.783 2.730 0.427 0.0 -0.1 -0.2
H -4.027 2.645 -1.190 -0.1 -0.1 0.2
H -4.857 1.225 -0.522 0.1 0.2 0.1
H 0.540 -1.624 -0.444 0.2 0.3 -0.4
H 0.763 0.258 -0.537 -0.5 -0.2 0.2

***

Record 4
10
Properties=species:S:1:pos:R:3:forces:R:3 method="wB97M-V/def2-TZVPD" lumo_energy_ev=-4.17 charge=+1 homo_lumo_gap_ev=10.414
C -1.165 -1.108 0.008 -2.4 -2.0 -0.6
N -1.005 0.106 0.003 1.1 3.2 0.7
N -1.582 -2.180 -0.271 1.7 -1.8 0.6
N 1.270 1.225 0.033 -1.2 -0.7 -3.6
Br 2.795 0.155 -0.088 0.0 0.0 0.0
H -1.513 0.879 0.439 -0.9 -1.1 0.1
H 0.055 0.560 0.121 1.1 -0.4 -0.5
H -1.287 -3.159 -0.023 -0.8 1.5 -0.2
H 1.041 1.627 -0.956 1.1 -0.4 2.4
H 1.391 1.896 0.733 0.5 1.6 1.0

***

Record 5
19
Properties=species:S:1:pos:R:3:forces:R:3 method="wB97M-V/def2-TZVPD" lumo_energy_ev=2.88 charge=-1 homo_lumo_gap_ev=6.242 smiles="C=C[C@H]1C[C@@]1(I)P([O-])OC"
C 1.915 2.697 0.937 2.7 -0.5 2.2
C 1.441 1.576 0.413 0.9 -0.5 -1.5
C 0.127 1.557 -0.192 -2.8 -0.1 -1.9
C -0.090 0.674 -1.476 2.6 -1.2 3.5
C -0.649 0.268 0.028 0.4 0.4 -2.6
I -2.848 0.444 0.238 0.8 0.0 -0.1
P 0.195 -1.385 0.587 0.2 0.3 -2.1
O -0.425 -1.884 1.822 -0.7 -0.2 2.5
O -0.597 -2.280 -0.613 -0.1 0.0 -0.6
C -1.695 -3.119 -0.245 1.2 0.0 -0.2
H 2.932 2.695 1.503 -1.7 0.1 -1.3
H 1.331 3.594 1.104 -0.2 -0.1 -0.3
H 1.973 0.583 0.144 -0.4 1.9 1.3
H -0.500 2.486 -0.318 1.0 -0.8 0.8
H -0.760 0.966 -2.240 -0.6 0.3 -0.4
H 0.920 0.159 -1.789 -2.4 0.6 0.5
H -2.584 -2.899 -0.849 0.4 -0.7 -0.8
H -2.048 -2.781 0.703 0.0 -0.5 1.2
H -1.244 -4.167 -0.227 -1.4 1.0 -0.1

***

Record 6
58
Properties=species:S:1:pos:R:3:forces:R:3 method="wB97M-V/def2-TZVPD" lumo_energy_ev=0.23 homo_lumo_gap_ev=7.268 smiles="CCOc1ccc(S(=O)(=O)NCCC(=O)N(C)CC(=O)Nc2ccc(OC)cc2)cc1"
C 1.277 6.093 3.374 -3.3 1.6 1.2
C 0.809 4.712 2.755 -3.9 4.9 3.1
O 1.882 4.504 2.133 7.9 -6.0 -6.2
C 2.069 3.258 1.438 1.7 -0.9 -2.3
C 3.351 2.885 0.827 -17.1 -9.1 -0.8
C 3.166 1.747 -0.090 4.6 0.6 1.9
C 2.102 0.924 -0.135 -0.4 -3.3 -0.2
S 2.297 -0.741 -1.056 -1.5 -0.2 9.0
O 0.856 -1.179 -1.232 4.0 -0.6 0.2
O 3.341 -1.535 -0.281 -3.7 1.2 -2.2
N 2.935 -0.262 -2.308 1.5 0.9 -9.5
C 2.191 -0.985 -3.706 0.2 3.7 3.3
C 1.090 0.019 -4.235 3.9 -7.6 -5.2
C 0.499 0.544 -3.173 -10.5 -3.0 0.1
O 0.838 1.392 -2.510 4.6 7.6 5.3
N -0.796 0.094 -2.960 -5.1 -0.3 -0.6
C -1.747 -0.887 -3.909 4.3 -3.6 11.4
C -1.714 0.888 -1.993 -6.6 -7.5 -6.2
C -2.616 0.109 -0.989 13.7 -4.6 -0.3
O -3.663 0.210 -0.655 -11.3 2.7 1.9
N -1.764 -0.892 -0.365 4.5 2.0 -4.2
C -2.023 -1.847 0.590 14.5 -0.8 -7.7
C -0.983 -2.877 0.753 -9.0 2.3 4.1
C -1.384 -3.643 1.858 18.4 -2.8 -6.2
C -2.253 -3.939 2.584 -17.9 6.1 1.8
O -2.721 -4.617 3.536 0.7 -3.1 3.7
C -1.777 -5.523 4.070 -5.4 -3.1 -10.5
C -3.462 -2.940 2.093 15.9 0.2 -8.3
C -3.120 -1.984 1.036 -15.3 -5.1 10.9
C 0.954 1.155 0.650 0.5 -4.8 -3.9
C 0.988 2.324 1.122 -2.9 9.5 7.5
H 1.658 6.719 2.543 -0.9 -0.2 0.2
H 0.330 6.623 3.928 2.5 -1.0 -1.2
H 2.172 6.108 4.007 -0.6 -0.9 0.4
H 0.541 3.960 3.437 -0.5 -1.0 1.4
H -0.008 4.910 2.063 -0.7 0.1 0.1
H 4.043 3.399 0.847 12.5 8.7 0.5
H 4.185 1.310 -0.425 -1.8 0.9 -0.1
H 2.999 0.754 -2.510 -0.3 -1.0 0.8
H 2.033 -1.908 -3.262 -1.8 -1.6 0.5
H 2.864 -1.205 -4.428 2.8 0.1 -2.1
H 0.517 -0.686 -4.951 0.4 1.5 1.3
H 1.526 0.767 -4.801 1.2 1.4 -1.2
H -1.012 -1.921 -3.600 -2.4 2.4 -1.6
H -2.582 -1.114 -3.068 1.2 0.7 -3.2
H -1.744 -0.775 -4.888 -0.7 1.1 -4.4
H -2.606 1.323 -2.543 1.3 -0.1 -0.5
H -1.265 1.609 -1.665 5.2 7.7 4.3
H -0.669 -0.988 -0.916 -4.3 0.4 2.4
H -0.138 -2.686 0.336 5.5 0.2 -2.2
H -0.480 -4.434 2.359 -0.8 1.8 -1.9
H -2.271 -6.101 4.613 -4.3 -4.6 5.6
H -1.052 -5.172 4.455 9.5 5.0 5.0
H -1.497 -6.299 3.258 0.2 1.4 0.8
H -4.168 -3.047 2.592 -12.1 -1.0 7.3
H -4.000 -1.440 0.994 -0.9 1.9 -1.3
H 0.019 0.591 0.713 0.6 -0.3 -0.4
H -0.015 2.694 1.690 2.2 -0.9 -1.4

***

Record 7
12
Properties=species:S:1:pos:R:3:forces:R:3 method="wB97M-V/def2-TZVPD" lumo_energy_ev=0.01 homo_lumo_gap_ev=9.075 smiles="N#C[C@]1(Br)CC=CS1"
N -1.507 -0.834 -2.751 2.1 0.0 1.7
C -0.681 -0.850 -1.918 -2.3 -0.1 -1.0
C 0.122 -0.847 -0.700 -0.2 1.0 1.6
Br 0.635 -2.760 -0.258 -0.5 1.2 -0.2
C -0.776 -0.045 0.680 1.8 2.0 -5.2
C 0.157 1.014 1.172 -0.3 -1.6 -2.0
C 1.170 1.277 0.349 -2.1 -2.9 0.0
S 1.665 0.169 -0.941 -1.6 0.2 0.5
H -0.978 -0.807 1.274 -1.0 -3.3 3.0
H -1.701 0.367 0.226 0.5 -0.3 0.2
H 0.074 1.397 2.158 -0.2 0.7 0.5
H 1.820 1.920 0.709 3.5 3.2 1.0

***

Record 8
69
Properties=species:S:1:pos:R:3:forces:R:3 method="wB97M-V/def2-TZVPD" lumo_energy_ev=-2.14 charge=+1 homo_lumo_gap_ev=10.095
C 1.721 6.121 2.015 0.0 0.0 0.0
C 1.018 6.544 0.721 -0.1 0.2 0.0
O 0.366 5.450 0.058 0.0 -0.3 0.0
C -0.768 4.976 0.675 0.3 0.0 0.2
O -1.955 5.577 0.140 -0.2 0.0 -0.1
S -2.846 6.602 1.017 0.2 0.1 0.1
O -1.933 7.489 1.720 -0.1 -0.1 0.0
O -3.392 5.590 2.167 0.1 -0.1 0.1
H 1.522 5.070 2.234 0.0 0.0 0.0
H 2.802 6.241 1.940 0.0 0.0 0.0
H 1.385 6.706 2.871 0.0 0.0 0.0
H 0.289 7.334 0.904 0.0 0.0 0.0
H 1.731 6.917 -0.011 0.0 0.0 0.0
H -0.730 5.127 1.761 -0.1 0.0 -0.1
H -0.856 3.912 0.455 0.0 0.0 -0.1
H -2.830 5.689 2.956 -0.1 0.1 -0.1
C 3.693 -3.342 -1.750 0.0 0.0 0.0
C 3.192 -1.908 -1.619 0.0 0.0 0.0
C 2.849 -1.535 -0.178 0.0 0.0 0.0
C 1.544 -2.134 0.362 0.1 -0.1 0.1
P 0.004 -1.305 -0.102 0.0 0.0 0.0
C 0.235 0.459 0.247 0.1 0.0 0.0
C 0.772 0.905 1.616 0.0 0.0 0.0
C -0.164 0.824 2.825 0.0 0.0 0.0
C -1.538 1.444 2.601 0.0 0.1 0.0
C -1.276 -1.927 1.012 -0.1 0.0 0.1
C -1.676 -3.409 1.029 0.1 0.0 0.0
C -2.406 -3.956 -0.193 0.0 0.0 0.0
C -3.604 -3.126 -0.638 0.0 0.0 0.0
C -0.455 -1.231 -1.858 0.0 0.1 -0.1
C -0.779 -2.425 -2.768 -0.1 0.0 0.0
C 0.165 -3.638 -2.744 0.0 0.0 -0.1
C 1.039 -3.728 -3.992 0.0 0.0 0.0
H 2.972 -4.069 -1.369 0.0 0.0 0.0
H 3.896 -3.597 -2.788 0.0 0.0 0.0
H 4.619 -3.472 -1.188 0.0 0.0 0.0
H 2.331 -1.748 -2.274 0.0 0.0 0.0
H 3.969 -1.227 -1.972 0.0 0.0 0.0
H 2.831 -0.450 -0.056 0.0 0.0 0.0
H 3.653 -1.893 0.469 0.0 0.0 0.0
H 1.531 -2.049 1.455 0.0 0.0 0.0
H 1.471 -3.203 0.154 0.0 0.0 -0.1
H -0.706 0.956 0.002 0.0 0.0 0.0
H 0.943 0.790 -0.519 0.0 0.0 0.0
H 1.065 1.950 1.483 0.0 0.0 0.0
H 1.699 0.371 1.839 0.0 0.0 0.0
H 0.335 1.358 3.637 0.0 0.0 0.0
H -0.263 -0.202 3.186 0.0 0.0 -0.1
H -1.455 2.525 2.473 0.0 0.0 0.0
H -2.195 1.264 3.451 0.0 0.0 0.0
H -2.040 1.048 1.717 0.0 0.0 0.0
H -2.144 -1.272 0.902 0.0 0.0 -0.1
H -0.857 -1.698 1.995 0.0 0.1 0.0
H -2.317 -3.523 1.906 0.0 0.0 0.0
H -0.790 -4.019 1.227 0.0 0.0 0.0
H -2.744 -4.963 0.059 0.0 0.0 0.0
H -1.704 -4.083 -1.017 0.0 0.0 0.0
H -4.400 -3.146 0.109 0.0 0.0 0.0
H -4.020 -3.514 -1.568 0.0 0.0 0.0
H -3.346 -2.079 -0.814 0.0 0.0 0.0
H 0.335 -0.617 -2.303 0.1 -0.1 0.1
H -1.333 -0.574 -1.831 0.0 0.0 0.0
H -0.784 -2.017 -3.781 -0.1 0.0 0.0
H -1.808 -2.728 -2.579 0.0 0.0 0.0
H -0.430 -4.551 -2.671 0.0 0.0 0.0
H 0.796 -3.626 -1.852 0.0 0.0 0.0
H 0.423 -3.930 -4.869 0.0 0.0 0.0
H 1.771 -4.530 -3.909 0.0 0.0 0.0
H 1.577 -2.796 -4.175 0.0 0.0 0.0